Computed, not measured: a cluster of 3 separate species, C11H16BBrF2IO8 in total, with ωB97M-V/def2-TZVPD.

```
40
C11H16BBrF2IO8 | the OMol25 dataset | ωB97M-V/def2-TZVPD
C 0.19249 1.25471 1.27542
C 0.04540 1.52896 -0.21328
I 1.58392 0.43717 -1.28994
C -1.27850 1.11123 -0.87065
C -2.52794 1.06149 -0.01527
C -3.47541 2.24117 -0.00559
O -4.61108 1.70309 0.62974
B -4.67277 0.30417 0.15398
Br -4.75112 -0.96178 1.86674
O -3.40089 0.05750 -0.53018
H 1.22806 1.08448 1.55749
H -0.15727 2.11616 1.84626
H -0.38632 0.38310 1.57111
H 0.26405 2.56731 -0.43606
H -1.46022 1.78892 -1.70953
H -1.17093 0.12420 -1.30377
H -2.33412 0.80101 1.03214
H -3.71077 2.45932 -1.06002
H -3.11960 3.14970 0.48705
H -5.64498 0.01707 -0.51315
C 5.01725 0.03177 1.55299
C 6.19109 0.89944 1.13233
O 5.55615 2.04773 0.62004
C 4.31707 2.15002 1.19132
O 3.61984 3.10143 1.12405
O 4.02425 1.00955 1.85508
F 6.94156 0.32687 0.15826
H 4.68311 -0.58088 0.71367
H 5.20575 -0.58508 2.42594
H 6.85873 1.19192 1.94580
C -1.95730 -2.84839 -0.89624
C -1.89010 -3.76289 -2.10342
O -0.54856 -3.62055 -2.53874
C 0.20896 -3.22996 -1.47414
O 1.39622 -3.26368 -1.44069
O -0.58728 -2.87047 -0.45136
F -2.71999 -3.38675 -3.10697
H -2.24166 -1.84100 -1.19172
H -2.61216 -3.17965 -0.09746
H -2.07492 -4.81841 -1.89122
```

DFT total energy = -4127.16824 a.u.
Total charge = -1

Results of the natural (NBO) charge analysis, in e, for atoms 1 through 8: -0.654, -0.232, 0.000, -0.451, 0.051, -0.073, -0.736, 0.638